The following is a DFT calculation (ωB97M-V with the def2-TZVPD basis set) of a single C6H10O molecule at a distorted geometry.

- SMILES string: CC(C)=C/C=C/O
- Lowest unoccupied orbital energy: 0.51 eV
- HOMO energy: -0.2808 hartree
- Relative energy (zero: lowest compared OMol25 entry of this formula, charge and spin): 88.6 kcal/mol
- Electronic energy: -8427.397 eV
- Orbital gap: 8.15 eV
- F_max: 5.1 eV/A

Cartesian coordinates (Å):
C  2.308  0.224  -0.772
C  0.932  0.062  -0.091
C  -0.185  0.538  -0.645
C  -1.443  0.695  0.193
C  -2.573  0.203  -0.456
O  -3.489  -0.531  0.343
C  0.906  -0.731  1.134
H  2.954  -0.546  -0.333
H  2.824  1.156  -0.518
H  2.241  0.022  -1.850
H  -0.247  0.962  -1.662
H  -1.233  1.269  1.043
H  -2.939  0.735  -1.384
H  -3.135  -1.283  0.727
H  0.161  -1.558  1.159
H  1.840  -1.294  1.236
H  1.079  0.076  1.877

The following is a DFT calculation (ωB97M-V with the def2-TZVPD basis set) of 2 unconnected molecules or ions with the total composition CH7N2O at a distorted geometry.

- Total charge: -1
- Lowest unoccupied orbital energy: 4.94 eV
- HOMO energy: -0.0926 hartree
- Relative energy (zero: lowest compared OMol25 entry of this formula, charge and spin): 7.5 kcal/mol
- Electronic energy: -6178.011 eV
- Orbital gap: 7.46 eV
- F_max: 1.2 eV/A

Cartesian coordinates (Å):
N  0.411  -0.506  2.082
H  -0.440  -0.009  1.840
H  0.645  -0.970  1.207
H  1.038  0.262  2.332
N  -0.339  0.981  -0.543
C  -0.361  -0.373  -1.224
O  0.665  -1.162  -0.913
H  -0.458  1.696  -1.256
H  0.657  1.117  -0.340
H  -0.512  -0.171  -2.316
H  -1.306  -0.866  -0.870

The following is a DFT calculation (ωB97M-V with the def2-TZVPD basis set) of a single C7H14N2O4 molecule at a distorted geometry.

- SMILES string: C[C@H](N)C(=O)N[C@H](C(=O)O)[C@@H](C)O
- Lowest unoccupied orbital energy: 0.41 eV
- HOMO energy: -0.3548 hartree
- Relative energy (zero: lowest compared OMol25 entry of this formula, charge and spin): 13.7 kcal/mol
- Electronic energy: -18656.317 eV
- Orbital gap: 10.07 eV
- F_max: 3.1 eV/A

Cartesian coordinates (Å):
C  -1.067  -0.286  2.043
C  -0.615  0.917  1.301
C  -0.005  -1.322  2.231
C  -0.080  0.539  -1.126
C  -0.106  -0.935  -1.423
C  1.402  1.077  -1.105
C  2.309  0.349  -0.119
H  -3.187  -0.328  1.660
H  -2.487  -1.822  1.806
H  -1.310  0.109  3.050
H  0.227  -1.854  1.298
H  -0.359  -1.969  3.042
H  0.858  -0.793  2.550
H  -1.270  2.051  -0.227
H  -0.514  0.961  -2.084
H  1.273  2.131  -0.712
H  2.005  0.262  -2.751
H  2.487  -0.665  -0.465
H  3.282  0.766  -0.080
H  1.932  0.373  0.919
H  -1.647  -1.143  -0.155
N  -2.363  -0.895  1.446
N  -0.971  1.074  -0.067
O  -0.088  1.797  1.896
O  0.645  -1.489  -2.160
O  1.959  1.153  -2.394
O  -1.138  -1.634  -0.881

The following is a DFT calculation (ωB97M-V with the def2-TZVPD basis set) of 13 unconnected molecules or ions with the total composition C36H101N3O16 at a distorted geometry.

- Lowest unoccupied orbital energy: 0.00 eV
- HOMO energy: -0.3222 hartree
- Electronic energy: -76192.435 eV
- Orbital gap: 8.77 eV
- F_max: 2.7 eV/A

Cartesian coordinates (Å):
C  1.340  -3.969  -1.143
O  2.139  -3.166  -1.947
H  1.629  -3.849  -0.099
H  0.258  -3.843  -1.185
H  1.436  -5.031  -1.369
H  1.682  -3.034  -2.781
C  -1.459  -4.296  2.260
O  -2.131  -3.305  1.462
H  -0.403  -4.039  2.347
H  -1.825  -4.377  3.283
H  -1.620  -5.279  1.817
H  -2.132  -2.457  1.912
C  3.688  0.001  2.889
O  3.545  0.298  4.280
H  4.607  -0.582  2.822
H  2.873  -0.598  2.482
H  3.880  0.874  2.264
H  4.436  0.360  4.632
C  -2.758  4.503  -0.240
O  -1.978  3.371  -0.591
H  -2.726  4.737  0.824
H  -2.365  5.406  -0.706
H  -3.764  4.271  -0.590
H  -2.082  3.341  -1.545
C  2.602  -3.485  3.148
O  3.001  -4.845  3.073
H  2.140  -3.258  2.187
H  1.835  -3.313  3.904
H  3.447  -2.840  3.385
H  2.226  -5.398  3.196
C  0.642  5.046  0.772
O  1.989  5.186  1.104
H  0.216  4.096  1.094
H  0.011  5.687  1.387
H  0.460  5.072  -0.303
H  2.196  6.080  0.822
C  1.798  1.786  -3.617
O  1.614  0.585  -4.338
C  0.975  -0.446  -3.700
C  1.006  -1.707  -4.548
N  0.260  -2.822  -3.957
C  0.330  -3.963  -4.802
C  -0.433  -3.874  -6.188
O  0.407  -3.137  -7.116
C  -0.406  -2.768  -8.252
H  2.312  2.567  -4.176
H  2.361  1.572  -2.708
H  0.868  2.309  -3.392
H  -0.040  -0.206  -3.383
H  1.466  -0.734  -2.770
H  2.067  -1.948  -4.600
H  0.643  -1.366  -5.518
H  -0.703  -2.536  -3.858
H  -0.252  -4.717  -4.272
H  1.359  -4.324  -4.828
H  -1.405  -3.385  -6.114
H  -0.541  -4.868  -6.622
H  -0.518  -3.595  -8.953
H  0.144  -1.993  -8.786
H  -1.389  -2.327  -8.087
C  -3.577  -6.246  -2.875
O  -3.673  -4.836  -2.675
C  -2.465  -4.266  -2.081
C  -2.438  -2.708  -2.138
N  -2.423  -2.141  -3.492
C  -2.809  -0.764  -3.447
C  -2.793  -0.250  -4.879
O  -3.763  -0.829  -5.690
C  -3.925  -0.126  -6.905
H  -4.485  -6.627  -3.343
H  -3.526  -6.693  -1.882
H  -2.739  -6.557  -3.498
H  -1.523  -4.639  -2.483
H  -2.481  -4.559  -1.032
H  -1.627  -2.365  -1.496
H  -3.362  -2.362  -1.674
H  -2.985  -2.639  -4.168
H  -2.150  -0.263  -2.737
H  -3.792  -0.628  -2.997
H  -1.798  -0.307  -5.321
H  -3.084  0.797  -4.788
H  -2.954  0.028  -7.376
H  -4.257  0.877  -6.637
H  -4.593  -0.601  -7.623
C  -6.757  6.193  7.436
O  -6.249  5.209  6.555
C  -4.845  5.310  6.458
C  -4.340  4.333  5.388
N  -2.907  4.481  5.049
C  -2.509  3.506  4.042
C  -1.011  3.789  3.604
O  -0.068  3.676  4.677
C  1.288  3.896  4.232
H  -6.214  6.396  8.359
H  -7.768  5.913  7.733
H  -6.762  7.109  6.845
H  -4.391  5.137  7.434
H  -4.511  6.277  6.081
H  -4.890  4.402  4.450
H  -4.573  3.336  5.762
H  -2.393  4.133  5.846
H  -3.161  3.547  3.169
H  -2.535  2.517  4.499
H  -1.169  4.768  3.153
H  -0.728  3.089  2.818
H  1.518  3.207  3.419
H  1.985  3.814  5.066
H  1.349  4.898  3.808
C  5.240  -3.166  0.245
C  5.045  -1.919  -0.602
C  5.418  -2.071  -2.064
O  3.687  -1.572  -0.407
H  6.289  -3.423  0.397
H  4.839  -4.062  -0.228
H  4.780  -3.070  1.229
H  5.656  -1.134  -0.157
H  6.449  -2.401  -2.186
H  5.295  -1.167  -2.660
H  4.874  -2.855  -2.591
H  3.159  -2.124  -0.990
C  4.201  3.539  -0.905
C  4.443  3.176  0.559
C  5.776  2.476  0.934
O  4.499  4.360  1.274
H  3.276  4.110  -0.988
H  4.086  2.616  -1.474
H  5.029  4.138  -1.283
H  3.613  2.549  0.883
H  6.661  3.111  0.902
H  5.928  1.630  0.264
H  5.730  2.082  1.949
H  3.703  4.847  1.051
C  -2.108  -1.778  4.802
C  -1.730  -0.609  3.978
C  -0.261  -0.205  4.058
O  -2.146  -0.887  2.628
H  -1.429  -2.607  4.602
H  -3.129  -2.116  4.626
H  -2.068  -1.651  5.884
H  -2.348  0.231  4.295
H  0.408  -1.053  3.912
H  -0.031  0.105  5.077
H  0.063  0.682  3.514
H  -1.782  -0.219  2.043
C  1.138  1.385  0.017
C  -0.004  0.381  -0.041
C  0.410  -0.958  0.502
O  -1.006  0.881  0.797
H  1.386  1.668  1.040
H  0.892  2.325  -0.476
H  2.020  0.910  -0.412
H  -0.346  0.290  -1.072
H  -0.377  -1.712  0.462
H  0.854  -0.852  1.492
H  1.124  -1.314  -0.241
H  -1.297  1.729  0.454

The following is a DFT calculation (ωB97M-V with the def2-TZVPD basis set) of a molecular structure, C4H6LiO at a distorted geometry.

- 2S+1: 2
- Lowest unoccupied orbital energy (spin up / spin down): -0.96 / -1.04 eV
- HOMO energy (spin up / spin down): -0.1768 / -0.2789 hartree
- Relative energy (zero: lowest compared OMol25 entry of this formula, charge and spin): 12.5 kcal/mol
- Electronic energy: -6494.800 eV
- Orbital gap (spin up / spin down): 3.85 / 6.56 eV
- F_max: 3.7 eV/A

Cartesian coordinates (Å):
C  0.795  0.346  -0.462
C  -0.369  -0.303  0.032
C  -0.409  -1.597  0.531
O  -1.448  -2.172  1.074
H  1.745  -0.185  -0.297
H  -1.326  0.231  -0.044
H  0.512  -2.205  0.454
Li  -3.106  -1.998  1.532
C  0.892  1.832  -0.575
H  0.267  2.403  0.128
H  1.915  2.228  -0.666
H  0.531  1.421  -1.707